{"formula": "C15H20NO3Tl", "method": "ωB97M-V/def2-TZVPD", "energy_ha": -1036.3239, "e_lumo_ev": 4.8449, "charge": -2, "relative_energy_kj_mol": 0.0, "fmax_ev_per_a": 2.00, "symbols": ["Tl", "C", "C", "C", "H", "C", "C", "H", "H", "H", "H", "C", "C", "C", "H", "C", "C", "H", "H", "H", "H", "O", "C", "C", "C", "C", "C", "H", "H", "H", "H", "H", "H", "H", "H", "H", "H", "O", "N", "O"], "xyz": [[-0.0931, -0.5432, 1.6504], [2.2395, 0.5197, 2.5711], [2.6462, -0.3621, 1.5021], [2.7715, 0.4162, 0.3174], [2.8368, -1.4370, 1.5690], [2.4988, 1.7700, 0.6714], [2.0826, 1.8223, 2.0281], [1.7348, 2.6996, 2.5587], [2.0702, 0.2412, 3.6146], [3.1044, 0.0534, -0.6447], [2.5935, 2.6122, 0.0065], [-2.4829, 0.4805, 2.1267], [-1.9611, 1.7507, 2.5335], [-1.7407, 2.5171, 1.3775], [-1.7353, 2.0665, 3.5664], [-2.1415, 1.7583, 0.2470], [-2.5896, 0.4901, 0.6921], [-2.9338, -0.3186, 0.0383], [-2.8506, -0.3222, 2.7784], [-1.3631, 3.5355, 1.3361], [-2.1873, 2.1002, -0.7764], [-0.1666, -0.9051, -0.9388], [-0.2683, -0.4915, -2.3263], [0.3647, -1.7956, -2.8384], [0.5459, 0.7714, -2.5704], [-1.6874, -0.4201, -2.8176], [0.4786, -2.1602, -1.3651], [1.3101, -1.6254, -3.3443], [-0.3245, -2.4449, -3.3861], [-0.1558, -3.0106, -1.0674], [1.5250, -2.2120, -1.0419], [0.4344, 0.9828, -3.6445], [1.6185, 0.6223, -2.3355], [0.1728, 1.6179, -1.9579], [-1.6229, -0.4687, -3.9201], [-2.1239, 0.5415, -2.5064], [-2.2952, -1.2940, -2.4968], [0.0747, -3.2243, 4.0477], [0.0753, -2.8605, 2.8499], [-0.4546, -3.4735, 1.8958]], "lowdin_charge": [1.0436, -0.3229, -0.3151, -0.2294, 0.0694, -0.2011, -0.2168, 0.0657, 0.0711, 0.0529, 0.0504, -0.3580, -0.2470, -0.2092, 0.0732, -0.2168, -0.2850, 0.0696, 0.0707, 0.0618, 0.0498, -0.2383, -0.5848, -0.1031, -0.0119, -0.0375, -0.1433, 0.1029, 0.1019, 0.1198, 0.1167, 0.0769, 0.0769, 0.0938, 0.0810, 0.0744, 0.1006, -0.1914, -0.4788, -0.2327]}